A molecular structure, C42H37GdP2S, computed with ωB97M-V with the def2-TZVPD basis set.

Its total charge is +2. The value obtained for the HOMO energy (alpha / beta) is -12.97 / -12.69 eV. As for the expectation value of S²: 16.140. The spin multiplicity is 8. The LUMO energy (alpha / beta) comes out at -6.50 / -7.56 eV. As for the HOMO-LUMO gap (alpha / beta): 6.47 / 5.13 eV.

The geometry in XYZ format:
```
83
Properties=species:S:1:pos:R:3:forces:R:3
C 0.55848 -1.76242 -4.23874 -0.5 0.2 0.1
C -0.45218 -2.20387 -3.35036 0.1 -0.3 -0.1
C -1.79272 -2.25715 -3.78546 0.2 0.4 0.4
C -2.13546 -1.73013 -5.02932 0.0 0.0 -0.3
C -1.14091 -1.24976 -5.88372 -0.1 0.2 0.0
C 0.20178 -1.27108 -5.49391 0.0 -0.3 0.0
P -0.06672 -2.40854 -1.55618 0.0 -0.8 -0.4
C -1.31148 -3.57928 -0.89426 0.1 0.1 0.2
C -2.37725 -3.07281 -0.11621 0.3 -0.3 -0.6
C -3.42879 -3.91706 0.22821 0.0 -0.2 0.1
C -3.38736 -5.27478 -0.11452 0.2 0.3 -0.1
C -2.28967 -5.79062 -0.81212 0.1 0.2 0.1
C -1.23825 -4.95040 -1.19137 -0.5 0.3 0.0
Gd -1.13351 0.21902 -1.31612 -2.4 -1.3 3.5
P 0.22032 2.69030 -1.57220 0.1 -0.1 0.5
C -1.19149 2.58766 -2.73326 -0.1 0.4 -0.4
C -0.97465 2.50845 -4.12988 -0.2 -0.1 0.8
C -2.02552 2.11043 -4.95158 -0.3 -0.2 -0.3
C -3.22026 1.62010 -4.41816 0.2 -0.1 -0.2
C -3.42216 1.60612 -3.03655 0.1 0.7 0.4
C -2.47248 2.21809 -2.19696 0.1 0.2 -0.9
C -0.00462 3.99831 -0.36934 -0.3 0.5 0.5
C 0.86464 3.99518 0.74631 -0.5 -0.2 -0.5
C 0.57598 4.79497 1.84313 0.0 0.1 -0.1
C -0.55155 5.62529 1.82924 0.0 -0.2 -0.2
C -1.37895 5.66846 0.70181 0.0 0.1 0.2
C -1.11818 4.86112 -0.40277 0.5 -0.4 0.1
C 1.78922 2.82114 -2.45517 0.3 -0.2 -0.5
C 2.71277 1.75329 -2.34197 -0.5 0.5 -0.3
C 3.88074 1.76926 -3.09646 0.1 0.1 0.0
C 4.16867 2.86045 -3.92395 -0.3 -0.1 0.0
C 3.26352 3.92323 -4.02839 -0.1 -0.1 0.1
C 2.06581 3.90644 -3.30786 0.3 -0.4 0.2
C 1.58352 -3.15180 -1.46247 0.5 0.1 0.1
C 2.12022 -3.96148 -2.47885 0.0 0.1 0.3
C 3.41735 -4.46335 -2.35262 0.0 0.1 0.2
C 4.18492 -4.16024 -1.22127 -0.2 0.1 0.1
C 3.65825 -3.33617 -0.21571 0.1 -0.2 -0.1
C 2.36839 -2.83184 -0.33242 -0.3 -0.1 -0.5
H 1.73089 3.33038 0.73768 -0.2 0.2 0.2
H 1.22971 4.76344 2.71380 -0.2 0.1 -0.2
H -0.78211 6.23550 2.70379 0.1 -0.2 -0.3
H -2.24502 6.33216 0.68714 0.3 -0.2 0.0
H -1.76481 4.87787 -1.28398 0.1 0.1 0.3
H -0.00032 2.76170 -4.56376 -0.4 0.0 0.3
H -1.89122 2.15107 -6.03266 -0.1 -0.1 0.3
H -4.00529 1.25337 -5.08224 0.3 0.1 0.2
H -4.33020 1.18041 -2.60514 0.1 0.3 -0.2
H -2.71167 2.39279 -1.13358 0.2 -0.1 -0.3
H 2.48889 0.90823 -1.68557 0.2 0.2 -0.1
H 4.56402 0.91931 -3.04770 -0.1 0.3 0.0
H 5.08867 2.86428 -4.51262 -0.3 0.0 0.2
H 3.47654 4.75813 -4.69275 0.0 -0.2 0.2
H 1.33612 4.70965 -3.41378 0.3 -0.1 0.0
H 1.53888 -4.18622 -3.37515 0.1 0.0 0.3
H 3.83354 -5.08879 -3.14439 -0.1 0.2 0.3
H 5.19706 -4.56341 -1.11865 -0.4 0.2 -0.1
H 4.25820 -3.08668 0.66162 -0.2 -0.1 -0.3
H 1.94924 -2.17269 0.42971 0.2 -0.2 -0.1
H -2.37757 -2.02714 0.22260 0.0 -0.3 -0.1
H -4.28439 -3.51616 0.77040 0.2 -0.2 0.0
H -4.21049 -5.93024 0.17170 0.2 0.2 -0.1
H -2.25316 -6.84706 -1.07062 0.0 0.2 0.1
H -0.37230 -5.34728 -1.72247 -0.3 0.1 0.1
H -2.55635 -2.69820 -3.13563 0.2 0.2 -0.2
H -3.18458 -1.69244 -5.33435 0.4 -0.2 0.0
H -1.40742 -0.84753 -6.86494 0.1 -0.2 0.3
H 0.97146 -0.91799 -6.18526 -0.2 -0.2 0.3
H 1.60640 -1.78590 -3.93340 -0.3 0.1 -0.1
H 0.05461 0.35692 -2.87661 3.1 -0.5 0.6
H 0.59901 0.23726 -2.21406 0.0 0.4 -3.1
S -0.24512 0.34074 1.14181 0.2 1.1 -1.1
C -0.28886 -0.59652 2.58419 -0.4 -1.3 1.3
C 0.86038 -1.29425 3.03088 -0.4 0.1 -0.2
C 0.83461 -1.98738 4.24215 -0.3 0.3 0.0
C -0.31896 -1.95968 5.04674 0.1 0.0 -0.3
C -1.46903 -1.29147 4.60052 0.2 0.0 -0.1
C -1.46337 -0.62771 3.37380 0.5 -0.1 -0.1
H 1.76034 -1.26188 2.41405 -0.2 -0.1 0.3
H 1.71830 -2.54216 4.56456 -0.3 0.3 -0.1
H -0.31468 -2.45897 6.02330 0.0 0.2 -0.5
H -2.37336 -1.28340 5.21753 0.4 0.0 -0.3
H -2.34182 -0.10239 3.00788 0.1 -0.1 0.2
```
Forces are in eV/Å.

---

2 unconnected molecules or ions with the total composition C42H37N3O3S, computed with ωB97M-V with the def2-TZVPD basis set.

The value obtained for the HOMO energy is -6.84 eV. The spin multiplicity is 1. The LUMO energy comes out at -0.85 eV. The calculation puts the relative energy (zero: lowest compared OMol25 entry of this formula, charge and spin) at 9.1 kcal per mole. As for the HOMO-LUMO gap: 6.00 eV.

The geometry in XYZ format:
```
86
Properties=species:S:1:pos:R:3:forces:R:3
C 1.62625 -3.94936 -2.34179 0.3 -0.2 0.0
N 0.97802 -3.05358 -1.40645 -1.3 0.3 -0.3
C -0.37984 -2.82054 -1.45266 0.7 -1.0 -0.8
O -1.18320 -3.41252 -2.16863 0.7 0.9 0.9
C -0.69059 -1.73730 -0.43603 0.0 0.7 -0.8
C -1.69626 -2.20553 0.60618 -0.3 -0.2 0.1
C -1.10561 -3.27404 1.49094 -0.3 -0.2 0.3
C -0.89481 -4.56659 1.00070 0.2 0.0 0.0
C -0.18696 -5.49585 1.76334 0.0 0.0 0.1
C 0.27664 -5.15203 3.03571 0.0 0.2 0.0
C -0.01446 -3.88868 3.56451 -0.1 -0.3 0.0
C -0.74002 -2.97344 2.80389 0.4 0.1 -0.1
N 0.62622 -1.43935 0.13194 0.2 1.6 0.9
C 0.78670 -0.68186 1.21831 0.2 -2.2 -2.0
C 1.99324 -0.55867 1.93943 0.6 0.1 0.8
C 3.00908 0.26652 1.47694 -0.2 -0.6 -0.9
C 3.40744 1.54162 2.05145 0.8 0.5 1.0
C 4.00312 2.51616 1.21338 -0.2 -0.5 0.2
C 4.33410 3.76934 1.71802 -0.2 0.2 0.1
C 4.09031 4.07419 3.06216 0.3 -0.1 -0.3
C 3.57667 3.10080 3.91743 -0.4 -0.1 0.0
C 3.16396 1.87305 3.41017 -0.1 0.0 -0.7
C 1.73243 -2.14565 -0.55071 -0.2 -1.0 0.1
C 2.66736 -1.25806 -1.31112 -0.1 0.5 -0.7
C 2.23477 -0.49931 -2.33962 0.2 -1.0 0.7
C 2.96265 0.61846 -2.90679 0.8 0.9 -0.9
C 2.38357 1.36891 -3.95694 0.2 -0.3 0.6
C 2.99285 2.52631 -4.42746 0.3 0.1 0.1
C 4.19759 2.96942 -3.85841 -0.3 -0.2 0.0
C 4.80093 2.21478 -2.84652 -0.1 -0.1 -0.2
C 4.22028 1.02583 -2.40528 -0.4 0.1 -0.1
H 0.85227 -4.47225 -2.91783 0.2 0.2 0.2
H 2.28706 -3.38566 -3.01645 -0.2 -0.2 0.1
H 2.23297 -4.68407 -1.79336 -0.2 0.2 -0.2
H -1.05113 -0.84908 -0.98446 -0.1 -0.4 0.1
H -2.02027 -1.34447 1.19777 -0.1 -0.2 0.0
H -2.55956 -2.59981 0.05472 0.1 0.2 0.1
H -1.28241 -4.83856 0.01530 0.2 0.1 0.3
H 0.00917 -6.49266 1.35757 -0.1 0.4 0.2
H 0.86877 -5.86149 3.61714 -0.2 0.2 -0.2
H 0.32204 -3.61372 4.56681 -0.1 -0.1 -0.3
H -0.98998 -1.98821 3.20754 0.2 -0.3 0.0
H -0.10918 -0.14637 1.54819 -0.1 -0.8 0.3
H 2.07270 -1.05646 2.91012 -0.8 1.4 0.7
H 3.30407 0.13236 0.43291 -0.6 0.8 -0.1
H 4.13271 2.28649 0.15453 0.2 0.0 0.3
H 4.76406 4.52895 1.06475 -0.2 -0.2 0.1
H 4.27238 5.08710 3.43163 0.2 -0.4 -0.1
H 3.46335 3.31296 4.98115 -0.1 0.0 -0.3
H 2.60205 1.17223 4.02370 0.4 0.1 0.0
H 2.29858 -2.71578 0.20424 -0.3 0.2 0.0
H 3.70789 -1.25536 -0.97249 -0.4 0.3 0.0
H 1.25776 -0.71963 -2.78617 0.0 0.3 0.4
H 1.43634 1.02331 -4.37413 0.2 0.2 0.1
H 2.52803 3.09464 -5.23376 0.1 -0.1 0.2
H 4.66328 3.89459 -4.20654 -0.2 -0.3 0.1
H 5.73635 2.55292 -2.39549 -0.2 -0.2 -0.2
H 4.74429 0.41400 -1.66663 -0.2 0.4 -0.1
C 3.78206 -5.53972 2.07653 -0.2 -0.1 0.0
C 3.94409 -4.85582 0.87147 0.5 0.3 0.1
C 4.34616 -3.51264 0.88614 -0.1 -0.2 0.3
C 4.39864 -2.79474 2.10337 -0.4 -0.2 -0.1
C 4.86669 -1.41257 2.13891 0.8 0.0 0.9
C 5.52965 -0.87744 1.02806 0.8 0.9 -1.5
N 6.00430 -0.37139 0.07466 -0.8 -0.9 1.5
S 5.56980 -0.95927 3.74542 0.4 0.6 -1.4
C 6.97618 0.08885 3.36485 0.2 0.4 0.3
C 8.26759 -0.41461 3.54382 -0.2 0.1 -0.1
C 9.35730 0.45005 3.44547 -0.1 0.0 0.0
C 9.15661 1.81352 3.21621 -0.2 -0.1 -0.1
C 7.86449 2.30870 3.02088 -0.1 -0.4 0.0
C 6.77503 1.43650 3.07123 -0.1 0.0 0.1
O 4.59297 -0.16043 4.45643 0.2 -0.4 0.2
O 6.14324 -2.11802 4.37945 -0.1 -0.2 0.3
C 3.97258 -3.45584 3.28665 -0.1 -0.1 -0.3
C 3.77139 -4.83207 3.28168 0.0 0.2 -0.3
H 3.64799 -6.62175 2.08689 -0.1 0.3 -0.1
H 3.82271 -5.37084 -0.08686 0.3 0.1 0.4
H 4.66036 -3.01921 -0.04345 -0.2 -0.2 0.4
H 8.40535 -1.47048 3.76321 0.0 0.2 0.0
H 10.36584 0.04628 3.55908 -0.3 0.2 0.0
H 10.00862 2.49022 3.18271 -0.2 -0.1 0.0
H 7.68557 3.36555 2.83478 0.1 -0.2 0.0
H 5.75672 1.79062 2.89132 0.5 0.0 0.2
H 3.82836 -2.91590 4.22472 0.3 -0.1 -0.4
H 3.61002 -5.35031 4.23051 -0.1 0.1 -0.3
```
Forces are in eV/Å.

---

| no. | calculated total energy (Ha) | strongest force on any atom (eV/Å) |
| --- | --- | --- |
| 1 | -3468.62682 | 4.4 |
| 2 | -2410.67426 | 2.9 |